Model a:
ORCA calculation (ωB97M-V/def2-TZVPD) on an isolated ion of composition C6H5BrNO2 and charge -1.

Each line ends with the natural charge from an NBO analysis.
Positions of all 15 atoms, in Å:
C (-0.43489, 0.82775, -0.64303)  0.028
C (-1.40637, 1.62900, -0.19581)  0.011
C (-0.38086, -1.52096, 0.69330)  -0.189
C (-2.45056, 2.40058, 0.22531)  0.737
C (0.90840, -1.46897, -0.14983)  -0.149
C (2.15649, -0.91071, 0.51900)  -0.621
N (-0.17643, -0.46939, -0.21617)  -0.465
O (-3.43651, 2.60705, 0.85354)  -0.580
O (-1.67993, 3.12947, -0.59383)  -0.521
Br (-1.50075, -3.04905, -0.08174)  -0.285
H (0.25134, 1.27548, -1.40038)  0.218
H (0.83259, -2.24346, -0.89651)  0.205
H (2.56000, -0.22452, -0.19719)  0.189
H (2.86999, -1.65801, 0.65894)  0.199
H (1.88749, -0.32425, 1.42440)  0.224

Calculated values
Charge = -1
Molecular weight = 203.015 g mol⁻¹
Gap between HOMO and LUMO = 6.632 eV
E_LUMO = 3.58 eV


Model b:
ORCA calculation (ωB97M-V/def2-TZVPD) on C6H5BrNO2 as an isolated structure.

Each line ends with the natural charge from an NBO analysis.
Positions of all 15 atoms, in Å:
Br (2.20104, 2.95119, 1.03988)  -0.677
C (0.83211, 1.38896, 0.08303)  -0.109
C (1.11626, 0.31474, 0.93770)  -0.269
C (0.39893, -0.83546, 0.82952)  -0.179
C (-0.56131, -0.97820, -0.12061)  -0.047
C (-0.86672, 0.14167, -0.99220)  -0.177
C (-0.13158, 1.33798, -0.99086)  -0.256
N (-1.35687, -2.23308, -0.26210)  0.537
O (-1.02657, -3.20607, 0.41987)  -0.423
O (-2.30148, -2.24122, -1.03225)  -0.405
H (1.33231, 2.34133, 0.17896)  0.140
H (1.89504, 0.33368, 1.68571)  0.228
H (0.57035, -1.67005, 1.49321)  0.221
H (-1.71129, 0.16668, -1.66486)  0.210
H (-0.39025, 2.18791, -1.60495)  0.206

Calculated values
Charge = -1
Molecular weight = 203.015 g mol⁻¹
Gap between HOMO and LUMO = 4.946 eV
E_LUMO = 2.77 eV


The winner here is model a, beating the second structure by 125.2 kJ/mol.


Model a:
ORCA calculation (ωB97M-V/def2-TZVPD) on one molecule with the formula C7H17N.

Each line ends with the natural charge from an NBO analysis.
Positions of all 25 atoms, in Å:
C (1.95438, 1.29378, -1.30566)  -0.611
C (1.97849, 0.33179, -0.05941)  -0.233
C (3.08575, -0.66648, -0.08139)  -0.579
C (0.51047, -0.27195, -0.20078)  -0.381
C (-0.71715, 0.31756, 0.69642)  -0.220
N (-1.81911, -0.54725, 0.45564)  -0.460
C (-2.61013, -0.87225, 1.63210)  -0.412
C (-2.70829, 0.05564, -0.66897)  -0.432
H (0.93981, 1.61806, -1.46785)  0.198
H (2.58056, 2.18892, -1.27805)  0.204
H (2.09618, 0.81196, -2.27807)  0.205
H (2.12882, 0.80975, 0.87246)  0.197
H (2.88075, -1.27246, 0.81697)  0.199
H (4.14011, -0.26286, -0.00503)  0.206
H (3.05558, -1.29156, -0.82162)  0.192
H (0.59096, -1.40655, -0.03077)  0.203
H (0.18238, -0.21469, -1.27932)  0.194
H (-0.93064, 1.37979, 0.32821)  0.165
H (-0.42086, 0.38911, 1.72305)  0.198
H (-2.85021, 0.09021, 2.09978)  0.166
H (-3.56896, -1.38648, 1.42469)  0.206
H (-1.93731, -1.58646, 2.24947)  0.204
H (-3.36303, -0.89398, -1.05793)  0.217
H (-2.07460, 0.36613, -1.46408)  0.195
H (-3.12394, 1.02026, -0.29987)  0.181

Calculated values
Molecular weight = 115.220 g mol⁻¹
Gap between HOMO and LUMO = 9.323 eV
E_LUMO = 1.06 eV
SMILES string = CC(C)CCN(C)C


Model b:
ORCA calculation (ωB97M-V/def2-TZVPD) on one molecule with the formula C7H17N.

Each line ends with the natural charge from an NBO analysis.
Positions of all 25 atoms, in Å:
C (3.36921, -0.55059, 1.31106)  -0.613
C (2.23485, 0.45166, 1.09858)  -0.216
N (1.57804, 0.04463, -0.17288)  -0.629
C (0.53143, 1.01081, -0.53017)  -0.214
C (-0.67555, 0.45858, -1.28532)  -0.406
C (-1.58453, -0.37563, -0.34465)  -0.223
C (-2.53366, 0.60172, 0.40108)  -0.607
C (-2.31680, -1.42627, -1.15940)  -0.610
H (2.95955, -1.50026, 1.64170)  0.200
H (4.02668, -0.58634, 0.44784)  0.220
H (4.01488, -0.17476, 2.11639)  0.204
H (1.62944, 0.62383, 1.98988)  0.171
H (2.69212, 1.41379, 0.82613)  0.181
H (1.23538, -0.90847, -0.13422)  0.351
H (1.04126, 1.91200, -0.87002)  0.193
H (0.08747, 1.43237, 0.40858)  0.147
H (-1.28366, 1.29234, -1.66320)  0.209
H (-0.30655, -0.11880, -2.14579)  0.206
H (-0.96963, -0.79939, 0.43587)  0.193
H (-2.08108, 1.58711, 0.35901)  0.205
H (-2.65216, 0.31271, 1.44790)  0.208
H (-3.53126, 0.58613, -0.05098)  0.207
H (-3.00431, -2.00609, -0.53876)  0.208
H (-1.65530, -2.22196, -1.52488)  0.208
H (-2.80583, -1.05913, -2.06376)  0.210

Calculated values
Molecular weight = 115.220 g mol⁻¹
Gap between HOMO and LUMO = 9.835 eV
E_LUMO = 1.13 eV
SMILES string = CCNCCC(C)C


Model c:
ORCA calculation (ωB97M-V/def2-TZVPD) on one molecule with the formula C7H17N.

Each line ends with the natural charge from an NBO analysis.
Positions of all 25 atoms, in Å:
C (-2.43379, -1.29373, 2.04449)  -0.621
C (-1.07129, -1.86490, 1.69645)  -0.403
C (0.01295, -0.77541, 1.62670)  -0.209
N (-0.32646, 0.28857, 0.71135)  -0.646
C (-0.03301, 0.00592, -0.71380)  -0.220
C (1.24134, 0.58867, -1.33918)  -0.234
C (1.00774, 0.75149, -2.84787)  -0.600
C (1.61021, 1.98619, -0.77655)  -0.610
H (-3.16223, -2.05046, 2.31911)  0.208
H (-2.81753, -0.66973, 1.23054)  0.217
H (-2.36833, -0.47453, 2.77477)  0.202
H (-0.74886, -2.56435, 2.46649)  0.200
H (-1.11726, -2.30823, 0.70220)  0.191
H (0.11738, -0.37242, 2.61743)  0.189
H (0.98090, -1.25065, 1.42060)  0.161
H (-0.02765, 1.21368, 0.96047)  0.366
H (-0.85697, 0.51195, -1.22380)  0.184
H (-0.17494, -1.06274, -0.86041)  0.198
H (2.12103, -0.01606, -1.20187)  0.194
H (1.82670, 1.32068, -3.29457)  0.206
H (0.12317, 1.36495, -3.01565)  0.200
H (0.92807, -0.20119, -3.37207)  0.209
H (1.64069, 1.90634, 0.30552)  0.199
H (2.61455, 2.20724, -1.13355)  0.213
H (0.91357, 2.75874, -1.09679)  0.204

Calculated values
Molecular weight = 115.220 g mol⁻¹
Gap between HOMO and LUMO = 9.528 eV
E_LUMO = 1.10 eV
SMILES string = CCCNCC(C)C


Model d:
ORCA calculation (ωB97M-V/def2-TZVPD) on one molecule with the formula C7H17N.

Each line ends with the natural charge from an NBO analysis.
Positions of all 25 atoms, in Å:
C (-0.06123, 3.08405, -0.59221)  -0.608
C (-1.31835, 2.30480, -0.25391)  -0.404
C (-1.14133, 1.37008, 0.95438)  -0.206
N (0.06650, 0.59027, 0.90239)  -0.640
C (0.14217, -0.35116, -0.20644)  -0.208
C (0.46099, -1.78830, 0.23268)  -0.236
C (-0.19796, -2.77443, -0.72377)  -0.597
C (1.94371, -2.05936, 0.40961)  -0.613
H (-0.22996, 3.71761, -1.45907)  0.203
H (0.74803, 2.43170, -0.89605)  0.212
H (0.19669, 3.77447, 0.20950)  0.204
H (-2.14370, 2.97136, -0.01201)  0.202
H (-1.65698, 1.73453, -1.11968)  0.190
H (-1.18396, 2.01144, 1.82789)  0.192
H (-2.04895, 0.73759, 1.01726)  0.152
H (0.24286, 0.13070, 1.78755)  0.361
H (0.94657, -0.03776, -0.87837)  0.178
H (-0.77811, -0.34550, -0.78294)  0.181
H (-0.05254, -1.91199, 1.18723)  0.189
H (0.09038, -3.80945, -0.51386)  0.206
H (0.15334, -2.64900, -1.75222)  0.202
H (-1.28138, -2.71227, -0.71974)  0.209
H (2.33313, -1.89027, 1.42088)  0.212
H (2.19461, -3.09097, 0.18412)  0.208
H (2.57547, -1.43813, -0.22322)  0.208

Calculated values
Molecular weight = 115.220 g mol⁻¹
Gap between HOMO and LUMO = 9.573 eV
E_LUMO = 1.12 eV
SMILES string = CCCNCC(C)C


The winner here is model d, beating the second structure by 11.7 kJ/mol.


Model a:
ORCA calculation (ωB97M-V/def2-TZVPD) on C7H17N as an isolated structure.

Each line ends with the natural charge from an NBO analysis.
Positions of all 25 atoms, in Å:
C (1.03778, 0.01643, 0.57246)  -0.250
N (0.57170, -1.31547, 0.24608)  -0.616
C (1.57705, -1.69221, -1.25655)  -0.324
C (0.72090, -2.36240, -2.32908)  -0.614
C (0.17980, 0.49748, 1.73671)  -0.399
C (-1.24268, 2.67004, 0.24555)  -0.619
C (-1.81199, 1.24506, 0.25504)  -0.411
C (-1.33075, 0.43676, 1.47851)  -0.401
H (0.97141, 0.72755, -0.27200)  0.160
H (2.09817, 0.04874, 0.88607)  0.169
H (1.29342, -2.06440, -0.06609)  0.364
H (1.92125, -0.68613, -1.47517)  0.219
H (2.55292, -2.19352, -1.15739)  0.211
H (0.45708, -3.34541, -1.93943)  0.214
H (-0.17004, -1.84564, -2.66499)  0.227
H (1.39554, -2.51751, -3.17720)  0.212
H (0.35640, -0.22960, 2.54397)  0.207
H (0.58718, 1.44583, 2.08700)  0.204
H (-1.95731, 3.37244, -0.18592)  0.208
H (-0.26533, 2.83698, -0.20645)  0.205
H (-1.16518, 2.97733, 1.29475)  0.200
H (-1.53842, 0.60658, -0.58606)  0.207
H (-2.89938, 1.33961, 0.29335)  0.204
H (-1.51312, -0.61480, 1.24661)  0.224
H (-1.82639, 0.64626, 2.43023)  0.198

Calculated values
Molecular weight = 115.220 g mol⁻¹
Gap between HOMO and LUMO = 9.648 eV
E_LUMO = 1.04 eV


Model b:
ORCA calculation (ωB97M-V/def2-TZVPD) on C7H17N as an isolated structure.

Each line ends with the natural charge from an NBO analysis.
Positions of all 25 atoms, in Å:
C (-2.97290, -0.69483, -0.17686)  -0.618
N (-0.04263, -0.63724, 0.23616)  -0.527
C (0.03906, -0.14943, -1.00359)  0.018
C (1.27837, -0.61341, 0.96588)  -0.061
C (2.47093, -1.17953, 0.13584)  -0.647
C (1.71349, 0.76948, 1.49466)  -0.627
C (0.57808, 1.09667, -1.44316)  -0.640
C (-2.69542, 0.80524, 0.16058)  -0.607
H (-2.20928, -1.43801, 0.03877)  0.243
H (-3.07976, -0.69828, -1.27617)  0.183
H (-3.93798, -1.05251, 0.21275)  0.196
H (-0.53502, -0.69828, -1.77500)  0.188
H (1.20616, -1.37361, 1.74647)  0.197
H (3.18887, -1.62549, 0.83708)  0.224
H (2.12077, -1.96638, -0.53372)  0.218
H (2.99435, -0.36366, -0.37873)  0.200
H (1.03334, 1.18089, 2.24021)  0.215
H (2.66795, 0.55525, 2.03783)  0.204
H (1.85265, 1.43015, 0.65806)  0.203
H (1.37879, 0.00037, -1.50064)  0.339
H (0.19891, 1.33361, -2.44293)  0.228
H (0.28504, 1.92499, -0.81139)  0.263
H (-2.26748, 0.87590, 1.16847)  0.210
H (-1.82208, 0.97293, -0.47454)  0.189
H (-3.44422, 1.54520, -0.11604)  0.207

Calculated values
Molecular weight = 115.220 g mol⁻¹
Gap between HOMO and LUMO = 8.357 eV
E_LUMO = 0.41 eV


The winner here is model a, beating the second structure by 111.0 kJ/mol.


Model a:
ORCA calculation (ωB97M-V/def2-TZVPD) on a 2-piece molecular cluster, C2H4NO4 overall.

Each line ends with the natural charge from an NBO analysis.
Positions of all 11 atoms, in Å:
N (0.85884, 0.73798, 0.79453)  -0.877
C (1.42518, 0.55581, -0.42435)  0.883
O (0.66088, -0.04765, -1.31723)  -0.731
O (2.55627, 0.94433, -0.67909)  -0.715
H (1.46436, 1.10101, 1.48656)  0.376
H (-0.07810, 0.50092, 1.03903)  0.428
H (-0.13322, -0.52832, -0.89297)  0.512
O (-2.06581, -0.07449, 1.38018)  -0.757
C (-2.17544, -0.92820, 0.49853)  0.651
O (-1.31817, -1.27266, -0.34639)  -0.793
H (-3.13129, -1.50086, 0.44819)  0.022

Calculated values
Charge = -1
Molecular weight = 106.057 g mol⁻¹
Gap between HOMO and LUMO = 9.717 eV
E_LUMO = 4.14 eV


Model b:
ORCA calculation (ωB97M-V/def2-TZVPD) on a 2-piece molecular cluster, C2H4NO4 overall.

Each line ends with the natural charge from an NBO analysis.
Positions of all 11 atoms, in Å:
O (0.98485, 1.63657, -0.57065)  -0.658
C (0.83654, 1.12482, 0.52930)  0.517
N (-0.30354, 0.60454, 0.99394)  -0.702
C (-1.53144, 0.32973, 0.08278)  0.888
O (-1.40458, -0.69856, -0.59570)  -0.768
O (-2.43665, 1.13783, 0.24325)  -0.713
H (1.66524, 1.07804, 1.26542)  0.073
H (-0.23912, 0.00553, 1.80149)  0.376
H (0.58827, -0.98926, -1.14302)  0.508
H (0.63619, -2.49900, -1.33212)  0.459
O (1.20424, -1.73024, -1.27470)  -0.979

Calculated values
Charge = -1
Molecular weight = 106.057 g mol⁻¹
Gap between HOMO and LUMO = 8.847 eV
E_LUMO = 4.00 eV


The winner here is model a, beating the second structure by 99.5 kJ/mol.


Model a:
ORCA calculation (ωB97M-V/def2-TZVPD) on a 2-piece molecular cluster, H2N2O4S overall.

Each line ends with the natural charge from an NBO analysis.
Positions of all 9 atoms, in Å:
N (1.43488, 0.79778, 1.19748)  -0.123
N (2.02516, 0.71743, 0.25835)  0.448
O (-0.29050, 0.17203, -1.28928)  -0.934
O (2.60701, 0.58331, -0.71979)  -0.326
O (-0.28576, -1.81017, 0.44048)  -0.897
O (-1.88429, 0.06454, 0.77416)  -0.879
S (-1.22446, -1.00126, -0.30979)  1.708
H (-0.83909, 0.65479, -1.98222)  0.500
H (-1.54295, -0.17846, 1.63060)  0.503

Calculated values
Molecular weight = 126.093 g mol⁻¹
Gap between HOMO and LUMO = 11.282 eV
E_LUMO = 0.54 eV


Model b:
ORCA calculation (ωB97M-V/def2-TZVPD) on a 2-piece molecular cluster, H2N2O4S overall.

Each line ends with the natural charge from an NBO analysis.
Positions of all 9 atoms, in Å:
N (-0.31437, 1.17546, -0.12503)  -0.573
N (1.38266, -0.00722, 0.79721)  0.315
O (1.69564, -0.34866, -0.33317)  -0.389
O (0.35760, 0.73992, 1.00289)  -0.146
O (-0.48418, -1.82813, -0.33800)  -0.845
O (-0.45291, -3.18350, 1.74357)  -0.813
S (0.28426, -2.56869, 0.66540)  1.647
H (-1.33487, 1.28585, 0.13976)  0.394
H (0.06716, 0.53269, -0.92713)  0.410

Calculated values
Molecular weight = 126.093 g mol⁻¹
Gap between HOMO and LUMO (spin up / spin down) = 8.956 / 8.956 eV
E_LUMO (spin up / spin down) = -1.33 / -1.33 eV


The winner here is model a, beating the second structure by 252.0 kJ/mol.


Model a:
ORCA calculation (ωB97M-V/def2-TZVPD) on one molecule with the formula C5H9ClN2.

Each line ends with the natural charge from an NBO analysis.
Positions of all 17 atoms, in Å:
C (2.15688, 0.65404, -0.99816)  -0.629
C (0.92277, -0.31130, -0.94214)  -0.270
N (-0.05992, 0.33091, -0.12956)  -0.362
Cl (-0.78166, 1.58655, -1.11834)  0.062
C (-1.40551, -0.68169, 0.40167)  -0.148
C (-2.44982, 0.24169, 1.10545)  -0.643
C (-1.86623, -1.51002, -0.64900)  0.243
N (-2.00751, -2.24333, -1.52736)  -0.286
H (2.51157, 1.11783, -0.04670)  0.226
H (3.08195, 0.12969, -1.36540)  0.219
H (1.86822, 1.47243, -1.80174)  0.224
H (0.65455, -0.72792, -2.03079)  0.197
H (1.08554, -1.24262, -0.47668)  0.207
H (-1.00867, -1.37518, 1.13555)  0.249
H (-2.56763, 1.21629, 0.71948)  0.244
H (-2.30237, 0.42209, 2.18008)  0.228
H (-3.49841, -0.02716, 1.13612)  0.239

Calculated values
Molecular weight = 132.594 g mol⁻¹
Gap between HOMO and LUMO = 10.301 eV
E_LUMO = 0.66 eV
SMILES string = CCN(Cl)[C@@H](C)C#N


Model b:
ORCA calculation (ωB97M-V/def2-TZVPD) on one molecule with the formula C5H9ClN2.

Each line ends with the natural charge from an NBO analysis.
Positions of all 17 atoms, in Å:
N (0.43969, 1.94843, 0.39690)  -0.808
C (-0.21431, 0.72654, 0.09182)  0.099
C (-1.48649, 0.80267, -0.73858)  -0.415
C (-2.17074, -0.48966, -0.53153)  -0.234
N (-1.67113, -0.97144, 0.80537)  -0.609
C (-0.27963, -0.52925, 0.92751)  -0.104
C (0.54760, -0.51957, -0.31483)  -0.262
Cl (2.30272, -0.47818, -0.25513)  -0.044
H (1.39912, 1.72636, 0.91937)  0.378
H (-0.22392, 2.42843, 1.16232)  0.363
H (-1.26283, 0.98003, -1.82302)  0.218
H (-2.12659, 1.60540, -0.51731)  0.217
H (-2.06008, -1.16364, -1.35230)  0.176
H (-3.28961, -0.32505, -0.54522)  0.199
H (-1.91001, -1.97232, 0.84862)  0.366
H (0.22667, -0.87584, 1.85358)  0.236
H (0.34242, -1.05772, -1.23098)  0.223

Calculated values
Molecular weight = 132.594 g mol⁻¹
Gap between HOMO and LUMO = 9.533 eV
E_LUMO = 0.99 eV
SMILES string = N[C@]12CCN[C@H]1[C@@H]2Cl


The winner here is model b, beating the second structure by 124.6 kJ/mol.